[1]
Here is one molecule with the formula C4H7N3S at a distorted geometry from OMol25. Energies are from wB97M-V/def2-TZVPD.

Results
Orbital gap in hartree: 0.30824
Energy relative to the best compared isomer or geometry (same formula, charge and spin) in kcal/mol: 42.0
E_HOMO in eV: -8.31
SMILES: S=CNC1=NCCN1
LUMO level in eV: 0.082

```
15
Properties=species:S:1:pos:R:3:forces:R:3:lowdin_charge:R:1
C -1.28375 -1.29371 0.13199 -0.03 1.26 -4.10 -0.144
C 2.55377 0.76488 -0.05888 -0.23 1.61 0.96 -0.667
H -1.72541 -1.98121 -0.66921 0.95 0.61 1.05 0.125
C -1.98867 0.09789 -0.07530 1.11 -0.78 3.10 -0.191
H -1.44852 -1.74425 1.05990 0.15 -0.46 1.70 0.077
H 3.28787 1.62791 -0.02883 -0.58 -1.24 -0.26 0.091
H 1.30095 2.32854 0.08558 -1.08 -2.54 -0.10 0.195
H -2.46807 0.15025 -0.97627 -1.23 0.12 -2.44 0.067
N 1.28910 1.25238 0.05701 3.45 3.03 -0.46 0.016
C 0.15172 0.54435 -0.01404 -3.71 -1.37 -0.23 -0.467
H 0.99401 -1.38596 -0.08601 -1.68 0.55 0.08 -0.011
N -0.97913 1.17268 0.02827 0.42 -1.17 0.31 0.076
N 0.09102 -0.85800 -0.18581 1.05 0.35 0.56 0.009
H -2.72099 0.11344 0.72112 -0.41 0.80 0.10 0.097
S 2.94612 -0.78920 0.01047 1.82 -0.78 -0.25 0.727
```
Positions in Å, forces in eV/Å.

***

[2]
Here is one molecule with the formula C4H7N3S at a distorted geometry from OMol25. Energies are from wB97M-V/def2-TZVPD.

Results
Orbital gap in hartree: 0.31986
Energy relative to the best compared isomer or geometry (same formula, charge and spin) in kcal/mol: 23.7
E_HOMO in eV: -8.54
SMILES: S=CNC1=NCCN1
LUMO level in eV: 0.161

```
15
Properties=species:S:1:pos:R:3:forces:R:3:lowdin_charge:R:1
N 0.14719 -1.86893 -0.79212 0.26 0.75 0.50 0.074
S -0.68780 1.94463 1.59699 -0.14 0.05 -0.19 0.647
C 1.79475 -0.25767 -1.50665 -0.33 -0.23 0.40 -0.162
H 0.75201 -1.66955 -2.78270 -0.11 0.12 0.22 0.103
H 0.78696 1.19662 -0.23850 -0.16 -0.53 -0.25 0.049
H 2.63744 -0.32940 -0.79631 0.07 0.20 -0.59 0.116
H -2.21481 0.18806 2.11424 -0.06 0.42 -0.46 0.069
N -1.11759 -0.54255 0.60734 -0.36 0.27 -0.22 0.035
C 1.20898 -1.66617 -1.77700 0.51 -0.03 -1.46 -0.218
C -0.08353 -0.68737 -0.31436 0.54 -0.78 -0.68 -0.445
H 2.00558 -2.44372 -1.89867 -0.76 0.41 0.86 0.113
H -1.68396 -1.39363 0.61393 0.21 0.51 0.32 0.152
N 0.66435 0.35614 -0.80980 -0.44 0.33 0.61 0.039
H 1.98938 0.31562 -2.42037 0.44 -0.30 0.33 0.112
C -1.44111 0.51278 1.40111 0.33 -1.19 0.63 -0.685
```
Positions in Å, forces in eV/Å.

***

[3]
Here is one molecule with the formula C4H7N3S at a distorted geometry from OMol25. Energies are from wB97M-V/def2-TZVPD.

Results
Orbital gap in hartree: 0.32281
Energy relative to the best compared isomer or geometry (same formula, charge and spin) in kcal/mol: 100.9
E_HOMO in eV: -8.32
SMILES: [H]/N=C1/NSC[C@]12CN2
LUMO level in eV: 0.465

```
15
Properties=species:S:1:pos:R:3:forces:R:3:lowdin_charge:R:1
C 1.00180 -0.79570 0.87672 2.32 -4.70 -0.26 -0.127
H 2.06091 0.10515 -0.74137 -0.68 -1.33 0.30 0.079
N 0.74138 2.14919 -0.22358 -2.44 -1.72 0.25 0.090
C -1.19300 -1.14761 -0.55198 -0.55 -1.97 2.41 -0.383
H 1.57932 -0.26556 1.71654 -1.58 -0.36 -1.55 0.135
H -1.53914 -1.51019 -1.50268 0.91 0.54 -1.00 0.050
C -0.11616 1.14047 -0.19302 1.24 1.53 0.22 -0.429
N -1.46721 1.41725 0.06875 1.04 -1.51 -0.70 -0.242
S -2.56769 -0.06387 0.05140 1.70 1.85 0.35 0.839
C 0.12841 -0.40372 -0.24329 0.55 1.69 -0.04 -0.443
H 0.95464 -2.03156 0.97873 -0.24 3.43 0.84 0.155
N 1.58865 -0.82573 -0.54400 -1.88 2.14 0.43 0.040
H -1.60937 2.31245 0.54697 -0.52 -0.82 -0.24 0.101
H 1.75098 2.05885 -0.32655 -0.50 -0.84 -0.08 0.025
H -1.31352 -2.13942 0.08736 0.64 2.08 -0.93 0.109
```
Positions in Å, forces in eV/Å.

***

[4]
Here is one molecule with the formula C4H7N3S2 at a distorted geometry from OMol25. Energies are from wB97M-V/def2-TZVPD.

Results
Orbital gap in hartree: 0.32111
Energy relative to the best compared isomer or geometry (same formula, charge and spin) in kcal/mol: 81.5
E_HOMO in eV: -8.89
LUMO level in eV: -0.156

```
16
Properties=species:S:1:pos:R:3:forces:R:3:lowdin_charge:R:1
S -1.04814 -0.84132 -0.66683 -0.75 0.12 -0.45 0.890
C -2.46835 -0.41618 0.40364 -0.69 -2.89 -3.29 -0.327
H -2.17630 0.30069 1.00982 1.00 3.98 2.32 -0.036
S 1.86699 -1.20528 0.08056 0.63 0.60 0.82 1.002
H 1.92321 1.14768 -0.84788 1.11 -2.04 -0.04 0.124
H -2.67110 -1.21538 1.05215 -0.21 -1.49 0.68 0.036
N 2.91715 -0.67827 1.18708 -1.07 1.30 -3.13 -0.301
H 0.45152 -0.51683 2.42079 0.77 0.65 0.60 0.034
H -3.33222 -0.24363 -0.20765 -0.25 0.38 -0.38 0.046
H 1.62871 -0.09814 -1.96261 -2.71 -1.08 -3.46 -0.029
C 0.12296 -0.69492 0.56210 -0.91 2.13 4.17 -0.858
N -0.26368 -0.22272 1.77184 1.96 -2.68 -4.05 0.051
C 2.21124 0.06720 -1.17732 0.80 1.96 3.49 -0.238
C 3.24925 -1.28448 2.26396 -0.71 -0.46 1.15 -0.549
N 3.45537 -1.59514 3.35057 0.69 -0.89 1.21 0.095
H 3.22682 -0.13264 -1.49080 0.34 0.43 0.35 0.058
```
Positions in Å, forces in eV/Å.

***

[5]
Here is a 2-piece molecular cluster, C4H7N4 overall at a distorted geometry from OMol25. Energies are from wB97M-V/def2-TZVPD.

Results
Orbital gap in hartree: 0.29289
Energy relative to the best compared isomer or geometry (same formula, charge and spin) in kcal/mol: 71.3
E_HOMO in eV: -15.36
Charge: +1
LUMO level in eV: -7.391

```
15
Properties=species:S:1:pos:R:3:forces:R:3:lowdin_charge:R:1
H -0.42550 -1.41489 -1.56012 -0.45 -0.42 1.00 0.142
N 3.69640 -2.18649 -0.23032 -0.63 2.80 0.53 0.065
H 0.98009 2.15027 1.64335 -0.76 0.07 -0.73 0.180
H 0.80010 3.20682 0.27392 0.38 1.73 -0.34 0.134
H -0.68037 -0.42739 -2.76348 -0.37 0.88 -0.40 0.136
H 1.62518 0.41972 0.18413 1.93 -1.78 0.83 0.070
N -0.76632 2.04150 0.42760 -1.62 0.76 1.70 0.136
C -0.03183 -0.46477 -1.89996 1.78 -2.14 -1.42 0.030
H 1.01866 -0.74258 -2.18886 -1.02 0.60 0.02 0.130
C -0.05266 0.54020 -0.93258 2.22 2.01 1.60 -0.135
C 1.21420 1.18592 -0.36813 -3.53 0.86 -0.40 -0.057
N -1.12925 1.12256 -0.33463 -1.45 -0.58 -0.90 0.135
N 3.43958 -1.12612 -0.03083 0.72 -2.92 -0.53 0.024
H 1.74136 1.58469 -1.19296 1.30 0.14 -0.66 0.142
C 0.61358 2.22200 0.58456 1.49 -2.02 -0.31 -0.131
```
Positions in Å, forces in eV/Å.

***

[6]
Here is an isolated ion of composition C4H7N4 and charge +1 at a distorted geometry from OMol25. Energies are from wB97M-V/def2-TZVPD.

Results
Orbital gap in hartree: 0.36421
Energy relative to the best compared isomer or geometry (same formula, charge and spin) in kcal/mol: 94.9
E_HOMO in eV: -14.14
SMILES: C1=NC[N@@H+]2CC=NN12
Charge: +1
LUMO level in eV: -4.234

```
15
Properties=species:S:1:pos:R:3:forces:R:3:lowdin_charge:R:1
C -0.67393 1.13023 -0.91858 1.65 -0.06 1.22 -0.116
N -1.77139 0.27832 -1.20015 -0.69 -1.80 0.85 0.087
H -0.33171 1.11095 1.21541 -0.38 -1.08 -0.91 0.198
C -1.82097 -0.83098 -0.52246 2.05 2.98 -1.75 -0.039
H 0.16736 1.18283 -1.63971 -0.70 -0.66 -0.14 0.141
H 2.25095 -1.79500 0.83266 1.24 -0.76 0.23 0.115
H -2.66933 -1.44858 -0.65584 -0.34 -1.14 0.25 0.130
N 0.24218 -1.84888 0.57733 1.93 0.53 -0.63 0.115
H 1.88727 0.72861 -0.34336 -0.16 -1.24 0.41 0.154
C 1.34517 0.21097 0.49534 0.92 3.79 0.98 -0.122
H -0.88289 2.20333 -0.74187 -0.62 -0.76 0.16 0.147
H 1.70313 0.83044 1.41079 -0.21 -1.49 -1.23 0.177
N -0.76540 -1.04897 0.44479 -1.34 3.43 0.75 0.037
C 1.38652 -1.23741 0.66398 -2.05 -1.83 -0.41 -0.045
N -0.06697 0.53414 0.38166 -1.28 0.09 0.22 0.020
```
Positions in Å, forces in eV/Å.

***

[7]
Here is an isolated ion of composition C4H7N4 and charge +1 at a distorted geometry from OMol25. Energies are from wB97M-V/def2-TZVPD.

Results
Orbital gap in hartree: 0.24187
Energy relative to the best compared isomer or geometry (same formula, charge and spin) in kcal/mol: 105.8
E_HOMO in eV: -12.29
Charge: +1
LUMO level in eV: -5.709

```
15
Properties=species:S:1:pos:R:3:forces:R:3:lowdin_charge:R:1
H -3.12504 1.72522 0.34937 1.36 -0.72 -1.18 0.196
N -1.79201 2.36876 -2.20534 -0.57 -1.57 1.08 0.421
H -0.45623 1.80702 0.48323 1.07 -0.10 0.63 0.115
C -1.05920 1.03112 0.93553 -2.45 1.91 -0.50 -0.085
N -2.07646 1.68577 -1.37964 1.53 2.96 -2.31 0.066
H -1.63679 1.54142 1.77572 1.21 -1.08 -0.48 0.148
N -1.00379 -1.20479 1.79033 -1.23 -0.80 0.86 -0.042
H 1.25160 0.13750 -0.16176 0.09 1.13 -1.66 0.043
H 1.86148 -0.27077 1.36750 -1.59 -0.37 -0.46 0.118
H 1.16008 -1.49228 0.29089 0.08 -1.06 -0.31 0.065
N -1.53277 -2.02188 2.36943 0.73 0.88 -0.65 0.282
C -0.44679 -0.26492 1.08420 2.57 -0.19 -0.21 -0.330
C 1.01331 -0.49877 0.62561 0.21 0.19 2.46 -0.019
H -2.74617 0.19835 -0.36714 -0.51 -1.90 -0.12 0.123
C -2.27453 1.10385 -0.15277 -2.52 0.72 2.85 -0.101
```
Positions in Å, forces in eV/Å.

***

[8]
Here is C4H7N4 as an isolated structure at a distorted geometry from OMol25. Energies are from wB97M-V/def2-TZVPD.

Results
Orbital gap (alpha / beta) in hartree: 0.32002 / 0.31994
Energy relative to the best compared isomer or geometry (same formula, charge and spin) in kcal/mol: 131.3
E_HOMO (alpha / beta) in eV: -14.23 / -14.23
Charge: +1
LUMO level (alpha / beta) in eV: -5.526 / -5.526

```
15
Properties=species:S:1:pos:R:3:forces:R:3:lowdin_charge:R:1
H 1.01212 -0.39666 -1.65097 2.25 -1.07 -0.59 0.128
C 1.14907 1.64092 1.86897 0.37 1.85 -2.80 -0.187
H -1.20850 -1.23459 -1.92179 1.36 0.33 -0.89 0.184
H 1.62258 2.40396 2.39845 0.40 0.85 1.34 0.109
C 0.34121 0.23835 -1.19318 -1.51 -2.47 1.33 -0.017
N 0.48711 0.59868 2.31584 -0.91 -2.69 -0.05 0.139
H 0.06907 0.95313 -1.84992 -0.51 2.97 -1.80 0.120
C 0.19914 -0.01033 1.19955 -2.00 -2.84 -0.29 -0.063
N 1.18351 1.80201 0.53555 0.55 -0.43 0.35 0.140
H -1.74689 -0.03405 -1.12617 0.81 -0.65 1.23 0.207
N -0.90418 -0.66820 -1.11952 -1.66 -0.73 0.07 0.017
C -0.89167 -1.71648 -0.02319 3.46 4.05 2.25 0.163
H -0.04942 -2.47088 0.06301 -1.48 0.97 -0.77 0.130
H -1.85977 -1.74603 0.37315 -1.01 -0.83 0.82 0.067
N 0.59662 0.64017 0.13022 -0.11 0.69 -0.20 -0.137
```
Positions in Å, forces in eV/Å.

***

[9]
Here is C4H7N4O as an isolated structure at a distorted geometry from OMol25. Energies are from wB97M-V/def2-TZVPD.

Results
Orbital gap in hartree: 0.39141
Energy relative to the best compared isomer or geometry (same formula, charge and spin) in kcal/mol: 15.8
E_HOMO in eV: -14.89
Charge: +1
LUMO level in eV: -4.236

```
16
Properties=species:S:1:pos:R:3:forces:R:3:lowdin_charge:R:1
N 1.65407 -0.21380 0.90821 -0.04 -0.38 0.48 0.212
C 2.73618 0.15606 -0.09378 -0.58 1.00 2.77 -0.394
H -2.39021 -0.12058 1.21209 0.22 0.90 -0.63 0.150
H -1.21716 1.61556 -0.80672 0.32 0.59 0.29 0.118
O 3.86538 0.40846 0.07695 -0.14 -0.41 -0.77 0.233
N -1.10043 1.20787 0.11512 0.41 0.12 -0.34 0.057
H 1.59816 -0.68178 1.82648 0.26 0.37 -0.94 0.183
N -0.10712 -1.32630 -0.29773 0.61 1.14 -0.11 0.169
C -2.00227 0.14173 0.18807 -1.63 -3.63 0.82 -0.236
C -1.35105 -1.24465 -0.13522 -1.15 -0.31 -0.31 -0.032
N 1.73303 0.23086 -1.03856 -0.02 -0.32 0.38 0.222
C 0.79973 -0.32192 -0.12780 0.86 -1.29 -0.34 -0.272
H -1.29385 1.87817 0.85268 0.38 0.16 -0.28 0.123
H -2.89216 0.18048 -0.45668 0.15 0.25 0.13 0.131
H -1.97926 -2.22402 -0.22508 1.08 2.00 0.19 0.176
H 1.94697 0.31385 -1.99804 -0.73 -0.18 -1.35 0.160
```
Positions in Å, forces in eV/Å.

***

[10]
Here is one molecule with the formula C4H7N5 at a distorted geometry from OMol25. Energies are from wB97M-V/def2-TZVPD.

Results
Orbital gap in hartree: 0.34613
Energy relative to the best compared isomer or geometry (same formula, charge and spin) in kcal/mol: 15.0
E_HOMO in eV: -8.66
SMILES: Nc1ncnc(N)c1N
LUMO level in eV: 0.758

```
16
Properties=species:S:1:pos:R:3:forces:R:3:lowdin_charge:R:1
N 1.63191 -0.21058 1.20965 0.18 -1.00 0.38 0.113
H 2.83157 1.59800 0.03274 0.16 0.12 -0.11 0.091
H 1.34353 -1.89072 2.31845 0.39 -0.50 0.39 0.093
N -0.23543 -1.73491 1.05516 -0.50 0.52 -0.29 0.110
C -0.79725 -0.89910 0.16142 1.43 -0.17 -0.28 -0.324
N -0.64643 1.06045 -1.28794 -0.18 0.92 0.03 0.056
N 1.85365 1.65166 -0.18640 -0.88 -0.80 0.25 0.138
C -0.05529 0.18595 -0.32144 -2.64 0.62 -1.05 -0.230
H -2.60438 -0.35442 -0.47524 -0.07 0.47 -0.42 0.080
N -2.04315 -1.18340 -0.40652 1.03 0.84 0.09 0.128
C 1.14563 0.53381 0.22112 0.99 0.13 0.52 -0.371
H -1.24873 1.79513 -0.87379 0.58 -0.72 -0.41 0.104
C 0.93630 -1.31221 1.52184 -0.03 0.94 -0.12 -0.211
H -1.13427 0.59142 -2.03903 -0.01 -0.06 0.14 0.076
H -2.53948 -1.79729 0.16897 -0.71 -1.50 0.93 0.067
H 1.56181 1.96622 -1.09898 0.25 0.18 -0.03 0.080
```
Positions in Å, forces in eV/Å.

***

[11]
Here is one molecule with the formula C4H7N5 at a distorted geometry from OMol25. Energies are from wB97M-V/def2-TZVPD.

Results
Orbital gap in hartree: 0.30047
Energy relative to the best compared isomer or geometry (same formula, charge and spin) in kcal/mol: 174.4
E_HOMO in eV: -8.20
SMILES: N/N=C1/NC=CC=NN1
LUMO level in eV: -0.028

```
16
Properties=species:S:1:pos:R:3:forces:R:3:lowdin_charge:R:1
C -1.10132 -1.11653 1.56903 1.78 -1.67 1.29 -0.088
H 0.88315 2.30781 -1.84967 1.68 -1.03 -1.21 0.087
N -1.54436 -0.34728 -0.74344 -4.45 -0.79 -0.32 -0.083
H 0.77082 0.86250 -2.59530 2.44 0.47 0.83 0.049
C 0.21354 -0.72457 1.78889 -1.42 -1.25 3.03 -0.167
C 0.77686 0.40498 -0.25918 2.53 1.19 -4.29 -0.307
H 0.79955 -0.82613 2.84568 -1.93 -0.39 -2.63 0.167
H -1.31515 -1.94632 2.36585 -0.62 1.97 -1.61 0.108
H -0.54291 0.86397 -1.92555 0.58 -3.44 3.06 0.191
N 1.00762 -0.07448 0.94762 2.49 0.48 0.75 0.011
N -0.37727 -0.03377 -1.15796 4.34 5.41 -1.68 -0.010
C -1.93563 -0.88564 0.30833 -0.88 -0.97 3.68 -0.175
N 1.52320 1.47538 -2.12927 -1.66 1.92 0.56 -0.094
H 2.03181 0.07484 1.11603 -1.50 -0.27 0.47 0.172
H -3.08362 -1.09783 0.44826 2.41 0.36 -0.58 0.130
N 1.89371 1.06308 -0.72932 -5.80 -2.00 -1.36 0.009
```
Positions in Å, forces in eV/Å.

***

[12]
Here is a 2-piece molecular cluster, C4H7N6 overall at a distorted geometry from OMol25. Energies are from wB97M-V/def2-TZVPD.

Results
Orbital gap (alpha / beta) in hartree: 0.27190 / 0.27189
Energy relative to the best compared isomer or geometry (same formula, charge and spin) in kcal/mol: 147.4
E_HOMO (alpha / beta) in eV: -13.07 / -13.07
Charge: +1
LUMO level (alpha / beta) in eV: -5.673 / -5.673

```
17
Properties=species:S:1:pos:R:3:forces:R:3:lowdin_charge:R:1
N -0.08625 0.87152 -0.19425 0.50 -2.24 0.63 0.051
H -2.86388 2.20970 0.54969 0.07 0.05 0.00 0.135
H -1.52456 -0.52603 -1.49466 0.12 0.16 0.09 0.148
H 3.00525 1.76256 -0.72974 0.02 0.05 0.01 0.076
N 0.88018 0.18902 -0.21651 -2.94 2.62 -0.54 0.032
C 0.18242 -1.98787 0.02629 -0.52 0.13 0.03 -0.078
N -2.64067 0.20709 0.09005 -0.81 -0.49 0.36 0.125
N 1.10592 -1.06787 -0.10311 1.83 -1.87 -0.07 0.082
H 3.42738 0.26830 -0.14957 0.04 0.00 0.04 0.071
N -0.89768 1.75169 0.01949 1.37 1.41 -0.29 0.159
H 2.93093 1.45507 0.89997 0.10 0.04 0.03 0.075
H -1.64965 -2.17960 1.09599 -0.04 -0.01 0.08 0.131
C -1.20682 -1.73928 0.20912 -0.74 0.50 -0.05 -0.018
C -2.23108 1.40206 0.21348 -0.59 -0.62 -0.25 -0.121
N 2.81025 1.06175 -0.02504 0.32 0.07 0.02 0.127
C -1.83357 -0.71650 -0.46098 1.13 0.12 -0.05 -0.127
H 0.59181 -2.96162 0.26977 0.14 0.09 -0.03 0.131
```
Positions in Å, forces in eV/Å.

***

Question: Among the records above, which one has the lowest energy relative to the best compared isomer or geometry (same formula, charge and spin)?
Answer: number 10

***

Question: Which formula does entry 3 have?
Answer: C4H7N3S

***

Question: What is the formula in the tenth record?
Answer: C4H7N5